The following is a DFT calculation (ωB97M-V/def2-TZVPD) of C22H18N6OPbS as an isolated structure.

Structure (ORCA input):
```
! RIJCOSX wB97M-V def2-TZVPD def2/J DEFGRID3
* xyz 2 1
Pb -0.74793 -1.40194 -1.24935
N -3.11405 -2.98489 2.52916
C -2.44406 -2.24559 1.66080
S -3.15978 -1.58531 0.29551
N -1.11145 -2.10234 2.06799
N -0.36803 -1.35180 1.29320
C 0.82663 -1.03340 1.77870
C 1.21424 -1.28035 3.16076
C 0.34962 -0.94985 4.21412
C 0.73199 -1.18323 5.52075
C 1.95731 -1.78240 5.78862
C 2.81404 -2.13024 4.75055
C 2.45891 -1.86055 3.44269
C 1.75352 -0.36992 0.84090
C 2.87300 0.30844 1.30202
C 3.73154 0.90144 0.38260
C 3.43827 0.80767 -0.96180
C 2.27502 0.14641 -1.34549
N 1.45259 -0.42068 -0.47295
H -4.08800 -3.19602 2.37877
H -2.63953 -3.36018 3.33764
H -0.59804 -0.47144 4.00622
H 0.07779 -0.89962 6.33354
H 2.24824 -1.97650 6.81225
H 3.75925 -2.60981 4.96395
H 3.12248 -2.14041 2.63438
H 3.06366 0.38497 2.36164
H 4.61225 1.42877 0.72306
H 4.08036 1.24409 -1.71348
H 1.99372 0.07370 -2.38815
O -0.03154 -0.28671 -3.44828
C -0.72441 0.44706 -4.19183
C -0.67604 0.28220 -5.62515
C -1.44086 1.05562 -6.44529
C -2.29421 2.02732 -5.89264
C -2.36006 2.22955 -4.50838
C -1.59122 1.48422 -3.64505
C -1.61130 1.74495 -2.20737
N -1.37123 0.90588 -1.20306
C -1.55652 1.60892 -0.03654
C -1.89921 2.88931 -0.33270
N -1.93371 2.95474 -1.69839
H -0.01759 -0.48763 -6.00444
H -1.40652 0.92115 -7.51754
H -2.91688 2.62618 -6.54313
H -3.05186 2.97176 -4.13027
H -1.44762 1.14418 0.92716
H -2.11486 3.73706 0.29274
H -2.11791 3.78520 -2.23844
*
```

- Strongest force on any atom: 0.1 eV Å⁻¹
- Relative energy (zero: lowest compared OMol25 entry of this formula, charge and spin): 0.000 eV
- Total energy: -1843.46206 a.u.
- HOMO-LUMO gap (alpha / beta): 5.9 / 6.1 eV